(1)
Here is a 11-piece molecular cluster, H22O11 overall in a non-equilibrium geometry from OMol25. Energies are from ωB97M-V/def2-TZVPD.

Results
Strongest force on any atom   9.214 eV/Å
ΔE to the lowest compared entry with this formula, charge and spin   113.11 kcal per mole
Charge   0
HOMO-LUMO gap   8.2498 eV
Energy   -22876.6089 eV

Last column: natural (NBO) charge in e.
Cartesian coordinates (Å):
O: 17.6450 17.8130 14.7370  -0.892
H: 17.9580 18.6330 14.2480  0.562
H: 16.7420 17.3880 14.2900  0.585
H: 17.3510 17.7860 15.6940  0.573
O: 15.2690 17.4850 13.5870  -1.290
H: 14.6300 18.1480 13.0970  0.507
O: 15.6170 20.4610 12.8040  -0.929
H: 16.1480 20.6680 13.5220  0.464
H: 16.1500 19.9910 12.2850  0.460
O: 19.6180 19.1620 16.6850  -0.937
H: 20.6440 19.1140 16.7150  0.474
H: 19.4600 20.0670 16.8020  0.465
O: 16.4760 16.3790 11.5770  -0.994
H: 16.0400 15.5220 11.5330  0.457
H: 16.0270 16.6770 12.3600  0.493
O: 17.0610 17.2850 17.4110  -0.952
H: 16.1880 17.3570 17.7150  0.502
H: 17.6300 17.0010 18.0790  0.483
O: 15.1200 15.2150 15.0200  -1.023
H: 15.1820 15.8690 14.2940  0.517
H: 14.3200 15.2500 15.6900  0.481
O: 18.5370 19.4610 12.7250  -0.921
H: 18.7590 18.8260 12.0400  0.503
H: 19.2610 19.8120 12.9840  0.455
O: 17.3990 20.7880 15.0980  -0.948
H: 18.2520 21.2620 14.9230  0.470
H: 16.9860 21.6260 15.4840  0.485
O: 14.8150 19.0620 15.6650  -1.031
H: 15.3070 19.9150 15.5780  0.461
H: 14.9690 18.3530 14.9760  0.518
O: 19.1240 14.9550 15.9260  -0.936
H: 19.5390 15.1460 15.0940  0.469
H: 18.9990 15.8350 16.4160  0.468

Atoms 1-6, force components in eV/Å:
O -1.47 -1.73 -0.38
H -0.80 -0.54 0.64
H 0.42 1.70 -0.66
H 0.76 0.87 0.05
O -1.18 1.30 -0.62
H 2.33 -1.94 1.48



(2)
Here is a 9-piece molecular cluster, C27H44Cl16N2O2 overall from OMol25. Energies are from ωB97M-V/def2-TZVPD.

Results
Strongest force on any atom   0.537 eV/Å
SMILES string   C[C@@H](O)COc1cccc2nccnc12.ClCCCl.ClCCCl.ClCCCl.ClCCCl.ClCCCl.ClCCCl.ClCCCl.ClCCCl
Charge   0
HOMO-LUMO gap   8.5524 eV
Energy   -236148.5283 eV

Last column: Löwdin charge in e.
Cartesian coordinates (Å):
C: -2.5286 1.0211 -2.6076  -0.023
C: -1.2466 1.6427 -3.1576  -0.380
O: -1.5740 2.5705 -4.2139  -0.067
C: -0.4790 2.5031 -2.1693  -0.118
O: 0.5582 1.8286 -1.4549  -0.079
C: 0.1320 0.8102 -0.6490  -0.297
C: -0.4985 1.0724 0.5269  -0.006
C: -0.9313 0.0132 1.3531  -0.047
C: -0.7195 -1.2840 0.9976  -0.035
C: -0.0603 -1.5835 -0.2112  -0.215
N: 0.1326 -2.8867 -0.5643  0.139
C: 0.7397 -3.0848 -1.6973  -0.115
C: 1.1993 -2.0266 -2.5214  -0.124
N: 1.0293 -0.7737 -2.2161  0.150
C: 0.3779 -0.5289 -1.0492  -0.202
H: -3.3263 1.7616 -2.6523  0.091
H: -2.4150 0.6952 -1.5743  0.073
H: -2.8030 0.1375 -3.1853  0.083
H: -0.6060 0.8684 -3.5832  0.135
H: -2.2758 2.1666 -4.7354  0.084
H: -1.1533 3.0085 -1.4723  0.138
H: 0.0377 3.2632 -2.7518  0.136
H: -0.6797 2.0955 0.8292  0.115
H: -1.4451 0.2281 2.2800  0.112
H: -1.0402 -2.1013 1.6272  0.052
H: 0.8966 -4.1093 -2.0189  0.104
H: 1.7175 -2.2537 -3.4471  0.109
Cl: -0.4234 -7.4925 3.7845  0.546
C: -0.6784 -6.8460 2.1452  -0.650
C: 0.2627 -5.7159 1.8222  -0.653
Cl: -0.0855 -4.2533 2.7726  0.586
H: -1.7166 -6.5314 2.0742  0.072
H: -0.5124 -7.6708 1.4531  0.062
H: 0.1561 -5.4336 0.7751  0.056
H: 1.2964 -5.9946 2.0103  0.069
Cl: -3.6749 -7.4375 8.4713  0.536
C: -3.2814 -8.9276 7.5726  -0.665
C: -2.7197 -8.6407 6.2057  -0.695
Cl: -3.9402 -7.9379 5.1119  0.523
H: -4.1873 -9.5247 7.5104  0.067
H: -2.5418 -9.4681 8.1607  0.073
H: -2.3811 -9.5685 5.7487  0.019
H: -1.8854 -7.9463 6.2535  0.039
Cl: -0.5486 -10.7383 2.7015  0.539
C: -1.7193 -12.0157 2.2820  -0.657
C: -3.0297 -11.8395 3.0057  -0.647
Cl: -2.8719 -12.1447 4.7568  0.556
H: -1.2664 -12.9760 2.5142  0.067
H: -1.8853 -11.9558 1.2078  0.072
H: -3.7548 -12.5570 2.6262  0.073
H: -3.4251 -10.8349 2.8781  0.066
Cl: 4.3345 5.1170 -0.4656  0.533
C: 3.8968 3.8240 0.6826  -0.661
C: 2.4769 3.3638 0.5336  -0.682
Cl: 1.2859 4.5987 1.0327  0.547
H: 4.1117 4.1923 1.6827  0.071
H: 4.5470 2.9776 0.4692  0.042
H: 2.3102 2.4916 1.1625  0.038
H: 2.2543 3.0913 -0.4935  0.041
Cl: 1.3559 8.0576 4.9765  0.529
C: 0.9595 7.9004 3.2415  -0.675
C: 1.4307 9.0792 2.4340  -0.678
Cl: 0.5199 10.5667 2.8157  0.528
H: -0.1167 7.7712 3.1604  0.070
H: 1.4519 6.9971 2.8848  0.038
H: 1.2761 8.8716 1.3765  -0.017
H: 2.4841 9.2825 2.6086  0.071
Cl: 3.1384 -0.0039 0.3072  0.677
C: 4.2589 -0.6836 -0.9035  -0.619
C: 5.2827 0.3205 -1.3713  -0.646
Cl: 4.5353 1.6211 -2.3303  0.576
H: 3.6581 -1.0458 -1.7340  0.045
H: 4.7604 -1.5274 -0.4327  0.076
H: 6.0083 -0.1766 -2.0126  0.073
H: 5.8087 0.7768 -0.5363  0.066
Cl: 0.6380 7.4525 -0.5926  0.569
C: 0.4526 8.0980 -2.2448  -0.647
C: 1.4663 9.1732 -2.5346  -0.658
Cl: 1.1749 10.6405 -1.5649  0.546
H: -0.5640 8.4688 -2.3446  0.067
H: 0.5915 7.2650 -2.9318  0.064
H: 1.4059 9.4598 -3.5831  0.072
H: 2.4750 8.8302 -2.3192  0.068
Cl: -1.9172 6.7165 -5.2716  0.540
C: -1.6015 5.3625 -6.3895  -0.658
C: -2.7004 5.2008 -7.4112  -0.660
Cl: -4.2187 4.6340 -6.6681  0.536
H: -1.4769 4.4633 -5.7899  0.041
H: -0.6644 5.5824 -6.8981  0.074
H: -2.4054 4.4520 -8.1442  0.072
H: -2.9100 6.1342 -7.9264  0.066

Atoms 1-6, force components in eV/Å:
C 0.27 -0.15 0.03
C -0.37 0.19 -0.34
O -0.09 -0.22 -0.03
C 0.36 0.26 -0.05
O -0.11 -0.23 -0.17
C -0.01 0.26 -0.17



(3)
Here is C40H40BrN8PmS2 as an isolated structure in a non-equilibrium geometry from OMol25. Energies are from ωB97M-V/def2-TZVPD.

Results
Strongest force on any atom   1.067 eV/Å
<S²>   6.006
Spin multiplicity   5
Charge   0
HOMO-LUMO gap (spin up / spin down)   6.9145 / 6.9059 eV
Energy   -162320.5394 eV

Last column: Mulliken spin population.
Cartesian coordinates (Å):
Pm: 0.2330 0.3604 0.0096  4.044
N: 0.6763 -2.2459 0.7324  -0.002
C: -0.3086 -3.2488 0.3344  0.001
C: -0.4510 -3.2327 -1.1812  0.001
N: -0.5282 -1.8793 -1.7521  -0.006
C: -1.9059 -1.5409 -2.1328  0.002
C: -2.8163 -1.4257 -0.9255  -0.001
N: -2.3365 -0.3672 -0.0240  -0.002
C: 0.3635 -1.7271 -2.9101  0.006
C: 1.8351 -1.6567 -2.5362  -0.002
N: 2.1174 -0.5434 -1.6135  -0.001
H: 1.5924 -2.4643 0.3515  0.002
H: 0.7992 -2.2232 1.7408  -0.001
H: -1.2520 -2.9971 0.8224  0.000
H: -0.0404 -4.2611 0.6521  0.000
H: -1.3337 -3.8143 -1.4705  0.000
H: 0.4098 -3.7483 -1.6131  0.000
H: -2.3173 -2.2863 -2.8300  0.000
H: -1.8738 -0.5791 -2.6483  0.000
H: -2.8548 -2.3647 -0.3727  0.000
H: -3.8329 -1.2347 -1.2799  0.000
H: -2.7134 -0.4761 0.9150  0.003
H: -2.6837 0.5308 -0.3607  -0.003
H: 0.0839 -0.8040 -3.4141  -0.001
H: 0.2243 -2.5493 -3.6279  0.000
H: 2.4097 -1.5780 -3.4632  0.000
H: 2.1542 -2.5826 -2.0532  0.000
H: 2.1844 0.3349 -2.1250  0.000
H: 3.0140 -0.6516 -1.1511  0.001
S: 2.0653 0.0010 2.2008  -0.010
C: 1.9383 1.6518 2.7860  0.001
C: 1.8764 1.8980 4.1577  0.002
C: 1.6363 3.1680 4.6694  -0.001
C: 1.4949 3.3385 6.0958  0.000
N: 1.3647 3.4354 7.2344  0.000
C: 1.4681 4.2367 3.7873  -0.001
C: 1.5904 4.0175 2.4211  0.003
C: 1.8354 2.7485 1.8906  -0.002
S: 1.9828 2.5591 0.1500  -0.012
C: 1.0984 5.5469 4.2717  0.001
N: 0.7734 6.5824 4.6518  0.000
H: 1.9911 1.0687 4.8438  0.000
H: 1.4720 4.8511 1.7409  0.000
C: -1.0188 4.0823 -6.7281  0.001
C: -0.3697 2.8609 -6.8457  -0.001
C: -0.0341 2.1442 -5.7066  0.001
C: -0.3444 2.6113 -4.4275  -0.001
C: -0.9836 3.8500 -4.3265  0.001
C: -1.3154 4.5733 -5.4636  0.000
C: 0.0303 1.7567 -3.2647  0.000
C: -0.4924 1.6674 -2.0350  -0.009
C: -1.5999 2.5531 -1.6132  0.006
C: -1.3412 3.6854 -0.8268  -0.001
C: -2.3763 4.4918 -0.3763  0.001
C: -3.7016 4.1813 -0.6632  -0.003
C: -3.9753 3.0597 -1.4342  0.002
C: -2.9385 2.2616 -1.9049  -0.004
H: -1.2813 4.6503 -7.6116  0.000
H: -0.1198 2.4693 -7.8239  0.000
H: 0.4817 1.1941 -5.8055  0.000
H: -1.2113 4.2624 -3.3542  0.000
H: -1.8043 5.5342 -5.3581  0.000
H: 0.8471 1.0823 -3.5393  0.000
H: -0.3105 3.9321 -0.6013  -0.002
H: -2.1420 5.3832 0.1958  0.000
H: -4.5059 4.8125 -0.3078  0.000
H: -4.9991 2.8137 -1.6895  0.000
H: -3.1648 1.4160 -2.5490  0.000
Br: -4.6723 -2.0381 2.3267  0.000
C: -2.9644 -2.3405 3.1132  0.000
C: -2.7021 -3.5856 3.6659  0.000
C: -1.4374 -3.7842 4.1924  0.000
C: -0.5145 -2.7500 4.1450  0.001
C: -0.8968 -1.5432 3.5848  0.004
N: -2.1174 -1.3395 3.0635  0.000
H: -3.4562 -4.3584 3.6768  0.000
H: -1.1773 -4.7388 4.6329  0.000
H: 0.4900 -2.8684 4.5299  0.000
H: -0.1891 -0.7226 3.5096  -0.003
N: -1.1080 1.4668 1.7641  -0.011
C: -1.4081 2.1383 2.6435  0.000
C: -1.7582 3.0304 3.7174  0.002
C: -1.5623 2.6224 5.0332  0.000
C: -1.8125 3.5166 6.0589  0.000
C: -2.2568 4.7994 5.7653  0.000
C: -2.4668 5.1940 4.4498  0.000
C: -2.2171 4.3098 3.4150  0.000
H: -1.1965 1.6247 5.2409  0.000
H: -1.6293 3.2225 7.0836  0.000
H: -2.4270 5.5031 6.5696  0.000
H: -2.8050 6.1975 4.2301  0.000
H: -2.3540 4.5977 2.3818  0.000

Atoms 1-6, force components in eV/Å:
Pm 0.42 -0.96 -0.22
N 0.01 0.07 0.14
C -0.01 0.11 -0.02
C 0.00 0.01 0.00
N 0.02 0.20 -0.09
C 0.04 -0.01 0.04



(4)
Here is C3H4O3 in the gas phase from OMol25. Energies are from ωB97M-V/def2-TZVPD.

Results
Strongest force on any atom   0.532 eV/Å
ΔE to the lowest compared entry with this formula, charge and spin   83.38 kcal per mole
Charge   0
HOMO-LUMO gap   9.2778 eV
Energy   -9315.0851 eV

Last column: natural (NBO) charge in e.
Cartesian coordinates (Å):
O: -0.2013 -0.9849 -1.9446  -0.701
C: -0.5849 -0.5206 -0.6903  -0.163
C: 0.6196 0.0294 0.0575  0.391
O: 1.6973 0.1392 -0.5035  -0.544
C: 0.4876 0.2618 1.5138  0.242
O: -0.1610 1.3702 1.7476  -0.610
H: 0.7368 -0.7379 -2.0366  0.490
H: -1.3229 0.2982 -0.7601  0.193
H: -1.0503 -1.3208 -0.0961  0.197
H: -0.2209 1.4656 2.7123  0.507

Atoms 1-6, force components in eV/Å:
O 0.13 0.03 -0.08
C -0.10 0.07 0.26
C 0.33 -0.11 -0.25
O -0.46 0.05 0.25
C -0.15 0.16 -0.01
O 0.26 -0.29 0.13